Record 1
The following is a quantum chemistry calculation of a molecular structure, C4H6LiMnO, from OMol25.

Geometry as XYZ:
```
13
Properties=species:S:1:pos:R:3:forces:R:3:lowdin_charge:R:1
C 0.7025 -0.3785 0.7008 -2.467 1.648 -1.092 -0.22
C 1.2278 -0.9619 -0.4962 1.061 -0.729 -0.812 -0.36
H 0.0750 -1.0620 1.2874 0.363 0.548 0.160 0.09
H 1.2367 0.4269 1.2291 -0.452 -0.294 0.036 0.06
H 1.3301 -2.0548 -0.5316 -0.237 0.258 -0.261 0.02
H 1.9459 -0.3769 -1.0925 -0.133 -0.235 0.128 0.01
Li 3.1050 -1.1001 0.8914 -0.422 -0.002 -0.341 0.85
O -2.5713 0.0616 -1.0204 0.067 0.170 0.690 -0.27
C -2.0943 0.9516 -0.1388 -0.964 -0.404 -0.190 -0.37
C -0.7632 1.0991 0.0885 1.912 -0.674 0.571 -0.11
Mn -0.8897 -0.1892 -1.9017 1.343 0.154 1.612 1.14
H -0.4529 1.9954 0.6341 -0.185 -0.326 -0.067 0.04
H -2.8515 1.5889 0.3499 0.114 -0.116 -0.434 0.12
```
Forces are in eV/Å.

The value obtained for the HOMO-LUMO gap (alpha / beta) is 6.28 / 6.50 eV. Its net charge is +1. As for the multiplicity: 6. The highest occupied orbital energy (alpha / beta) comes out at -11.01 / -11.26 eV.

=====

Record 2
The following is a quantum chemistry calculation of a molecular structure, C4H6MgO2, from OMol25.

Geometry as XYZ:
```
13
Properties=species:S:1:pos:R:3:forces:R:3:lowdin_charge:R:1
C -0.2827 -0.5526 0.5963 3.501 -5.774 -1.388 -0.26
O -0.3702 -0.9453 1.9328 -0.077 1.238 0.966 -0.02
H -0.2438 -1.5859 0.2161 -0.421 0.417 -1.372 0.14
H 0.4723 -0.7866 2.3722 -0.044 0.233 0.029 0.10
C 1.4519 -0.4363 -0.7036 0.536 -1.287 1.973 -0.08
C 0.3903 0.0601 -1.5093 -0.821 2.084 2.767 -0.14
H 1.9865 0.1687 0.0424 -0.360 -0.075 -0.308 0.07
H 2.0141 -1.3310 -0.9959 0.114 0.315 -0.083 0.06
H 0.6026 0.8793 -2.2114 -0.740 -0.871 -0.637 0.09
C -0.6832 0.4039 -0.4973 0.401 1.193 -3.825 -0.39
O -1.2942 0.8837 0.6929 -2.440 3.514 3.007 -0.47
Mg -2.7793 2.1700 1.2425 0.891 -0.714 -0.428 0.80
H -1.2642 1.0718 -1.1776 -0.540 -0.274 -0.702 0.11
```
Forces are in eV/Å.

The calculation puts the relative energy (zero: lowest compared OMol25 entry of this formula, charge and spin) at 231.3 kcal per mole. The value obtained for the HOMO-LUMO gap (alpha / beta) is 6.65 / 5.40 eV. Its net charge is 0. The highest occupied orbital energy (alpha / beta) comes out at -7.33 / -7.26 eV.

=====

Record 3
The following is a quantum chemistry calculation of a molecular structure, C4H6MgO5Sr, from OMol25.

Geometry as XYZ:
```
17
Properties=species:S:1:pos:R:3:forces:R:3:lowdin_charge:R:1
C -1.9037 -0.5951 -2.7109 0.200 -0.227 -1.797 -0.52
O -2.2515 0.3477 -2.0426 -0.265 1.820 2.406 -0.22
O -2.1527 -1.0347 -3.7706 0.511 -1.193 -0.292 0.12
Sr -4.1249 2.0838 -2.8319 0.338 -0.456 0.026 1.17
O 0.5545 2.1836 1.7759 -0.383 0.069 -0.806 -0.26
O 0.8228 0.2697 -1.0094 -2.288 -0.734 -0.257 -0.23
C 0.7198 -1.0066 -0.5547 0.221 2.202 -0.061 -0.26
C 1.2691 -0.8886 0.8817 2.185 -1.622 0.689 -0.18
O 0.3453 -0.0803 1.6084 -0.767 -0.645 -1.065 -0.19
C 0.8489 1.0329 2.4243 0.174 0.310 0.637 -0.36
Mg -0.1824 1.4705 0.1495 1.101 -0.420 0.870 1.02
H 0.1844 -1.4133 -1.7545 1.161 -0.315 -0.081 0.23
H 0.0453 -1.8723 -0.3651 -1.929 0.999 0.121 0.13
H 2.2594 -0.4035 0.8860 -0.287 -0.229 -0.034 0.14
H 1.3277 -1.8859 1.3433 0.110 0.351 0.098 0.13
H 0.3086 0.9356 3.3843 0.194 -0.037 -0.327 0.14
H 1.9295 0.8565 2.5864 -0.275 0.126 -0.127 0.14
```
Forces are in eV/Å.

The value obtained for the HOMO-LUMO gap (alpha / beta) is 5.38 / 5.59 eV. Its net charge is +1. As for the multiplicity: 2. The highest occupied orbital energy (alpha / beta) comes out at -9.74 / -10.78 eV.

=====

Record 4
The following is a quantum chemistry calculation of a molecular structure, C4H6MnO7, from OMol25.

Geometry as XYZ:
```
18
Properties=species:S:1:pos:R:3:forces:R:3:lowdin_charge:R:1
O -0.1293 -1.9506 2.5565 0.389 -0.551 -0.322 -0.13
C -0.6718 -0.8749 2.1818 0.949 1.002 -2.187 -0.78
O -1.5414 -0.3018 2.8940 -0.622 0.876 -0.061 -0.15
O -0.2718 -0.3596 1.0281 0.099 -0.751 0.786 0.06
O -0.0173 0.8962 -1.5959 -0.807 -0.198 0.217 -0.04
C 0.5547 1.4980 -2.7099 1.209 0.668 -0.126 -0.73
O 1.6613 2.0573 -2.5873 -0.578 0.821 0.076 -0.05
O 0.4741 0.5587 -3.7283 -1.214 -0.434 -0.243 0.03
C 0.2278 1.5334 -0.3581 0.244 0.218 -0.688 -0.18
C -0.6857 0.9715 0.6988 -0.477 0.641 -0.243 -0.13
Mn -1.2882 -1.8004 4.1781 -0.530 -0.979 1.907 0.79
H 0.9821 0.8813 -4.4815 -0.001 0.318 0.495 0.09
H 0.0305 2.6130 -0.4430 0.018 -0.196 -0.039 0.14
H 1.2797 1.3996 -0.0633 -0.173 0.060 -0.026 0.13
H -1.7265 0.9504 0.3480 0.275 -0.021 0.051 0.14
H -0.6276 1.6032 1.5937 -0.006 -0.180 -0.117 0.13
O -0.8135 2.7624 -3.1142 0.978 -1.319 0.477 -0.26
H -0.3282 3.4141 -3.6266 0.248 0.024 0.044 -0.05
```
Forces are in eV/Å.

The value obtained for the HOMO-LUMO gap (alpha / beta) is 6.55 / 6.36 eV. Its net charge is -1. As for the multiplicity: 7. The highest occupied orbital energy (alpha / beta) comes out at -4.31 / -4.31 eV.

=====

no.,calculated total energy (hartree)
1,-1389.37511
2,-506.14807
3,-762.57231
4,-1833.71651